Entry a
9 unconnected molecules or ions with the total composition C36H99N9O9, computed with wB97M-V/def2-TZVPD.

## Properties
Net charge = 0
E_HOMO = -8.69 eV
Gap between HOMO and LUMO = 0.3395 Eh
Structure (SMILES) = COC[C@H](C)N.COC[C@H](C)N.COC[C@H](C)N.COC[C@H](C)N.COC[C@H](C)N.COC[C@H](C)N.COC[C@H](C)N.COC[C@H](C)N.COC[C@H](C)N
2S+1 = 1

Each line ends with the Löwdin charge.
Cartesian coordinates (Å):
C -20.30883 -26.54212 22.48753  -0.13
O -19.35189 -25.62548 22.93233  -0.20
C -19.29294 -25.50932 24.35071  -0.18
C -20.39373 -24.58208 24.86566  -0.43
C -20.29430 -23.20494 24.22409  -0.05
N -20.28059 -24.47091 26.33139  0.07
H -20.30225 -26.53615 21.39383  0.08
H -21.34126 -26.29036 22.76581  0.07
H -20.12058 -27.58428 22.77655  0.09
H -19.45600 -26.47273 24.85095  0.13
H -18.29844 -25.09225 24.51737  0.12
H -21.37169 -24.97886 24.55386  0.11
H -20.00565 -23.33781 23.17304  0.06
H -19.45435 -22.63389 24.63210  0.07
H -21.18717 -22.58005 24.20938  0.07
H -20.09831 -25.41733 26.66872  0.03
H -21.15661 -24.17277 26.74437  0.05
C -20.63942 -26.96724 32.66254  -0.10
O -19.63074 -26.36521 31.86380  -0.18
C -19.43529 -26.95277 30.60663  -0.23
C -20.09588 -26.22025 29.43015  -0.42
C -21.58773 -26.02972 29.69302  -0.07
N -19.99626 -27.00891 28.19443  0.03
H -21.64065 -26.86451 32.23904  0.07
H -20.58725 -26.43974 33.61416  0.09
H -20.41742 -28.02467 32.84394  0.09
H -18.35963 -26.82851 30.40214  0.12
H -19.60487 -28.03600 30.57656  0.12
H -19.66091 -25.22658 29.30890  0.14
H -21.80820 -25.35294 30.51508  0.08
H -22.03750 -27.01726 29.86142  0.08
H -22.15347 -25.66090 28.83316  0.06
H -19.04305 -26.99835 27.83108  0.08
H -20.14482 -27.99298 28.40568  0.08
C -20.21802 -20.18490 26.99704  -0.11
O -20.73441 -19.95332 28.27731  -0.20
C -20.55941 -20.98481 29.21649  -0.23
C -21.10553 -20.49301 30.54731  -0.40
C -20.20681 -19.41328 31.14344  -0.07
N -21.05988 -21.67900 31.41274  0.02
H -19.97234 -19.22725 26.53302  0.09
H -20.94253 -20.66346 26.32841  0.07
H -19.29046 -20.76276 27.04231  0.08
H -21.19050 -21.83616 28.91996  0.11
H -19.53648 -21.38187 29.26828  0.13
H -22.14662 -20.20158 30.41987  0.14
H -19.30395 -19.82704 31.58818  0.07
H -20.63575 -18.80532 31.94996  0.07
H -19.99100 -18.64468 30.38774  0.07
H -21.58271 -21.73659 32.26468  0.06
H -20.31462 -22.34369 31.34984  0.06
C -27.73059 -24.08245 20.32367  -0.11
O -26.37614 -24.08702 20.71218  -0.19
C -25.65490 -25.11072 20.09574  -0.25
C -24.49291 -25.55500 20.95533  -0.42
C -23.91213 -26.86512 20.45006  -0.07
N -24.96039 -25.77344 22.35995  0.05
H -28.16305 -23.17237 20.74385  0.09
H -28.25956 -24.92071 20.78530  0.09
H -27.82906 -24.02324 19.23644  0.09
H -26.29942 -25.95176 19.80390  0.12
H -25.26989 -24.73724 19.13056  0.13
H -23.71620 -24.78507 20.93328  0.14
H -23.76851 -26.84661 19.36076  0.08
H -24.60823 -27.68697 20.62420  0.08
H -22.91161 -27.06372 20.83246  0.06
H -24.59691 -24.97485 22.86090  0.06
H -24.64697 -26.64982 22.74759  0.05
C -24.04678 -26.08548 25.96544  -0.11
O -24.22404 -26.25258 27.35059  -0.21
C -25.36400 -26.91539 27.83816  -0.20
C -25.31577 -26.67773 29.35945  -0.41
C -25.03284 -27.98184 30.08264  -0.08
N -26.58063 -26.17939 29.92848  0.03
H -24.47594 -26.91632 25.38859  0.09
H -22.98727 -25.97868 25.73432  0.07
H -24.57119 -25.18150 25.63038  0.08
H -26.34650 -26.61913 27.43576  0.12
H -25.30107 -27.95424 27.47401  0.12
H -24.51741 -25.97203 29.57612  0.12
H -24.90393 -27.81634 31.15674  0.08
H -24.09383 -28.47633 29.81842  0.07
H -25.83822 -28.70649 29.93886  0.08
H -26.98209 -25.44355 29.35669  0.07
H -27.25612 -26.93782 29.91248  0.07
C -23.58225 -22.61188 26.45866  -0.12
O -23.97226 -21.41486 25.85150  -0.20
C -24.01912 -20.25925 26.70767  -0.18
C -24.54237 -19.06915 25.91836  -0.46
C -23.92282 -18.94946 24.53607  -0.05
N -24.47719 -17.82144 26.66367  0.04
H -22.64850 -22.46570 27.02812  0.07
H -23.22462 -23.25557 25.64984  0.07
H -24.33248 -23.10696 27.07748  0.09
H -24.52340 -20.44915 27.65793  0.13
H -22.94844 -20.03328 26.85390  0.10
H -25.60882 -19.29460 25.75492  0.13
H -24.36180 -18.08918 24.04220  0.08
H -24.13774 -19.87100 23.99510  0.07
H -22.83241 -18.97427 24.63433  0.08
H -23.65461 -17.27559 26.41776  0.07
H -24.33679 -17.94462 27.66335  0.07
C -14.76225 -22.32417 19.80013  -0.10
O -16.03688 -22.77716 20.20767  -0.22
C -17.05553 -22.05136 19.54841  -0.21
C -18.39668 -22.45795 20.09761  -0.44
C -18.75054 -23.91559 19.77569  -0.05
N -19.49887 -21.61077 19.63103  0.04
H -14.63128 -22.42543 18.71639  0.09
H -14.00771 -22.90979 20.32051  0.08
H -14.63184 -21.26115 20.03879  0.09
H -16.92981 -20.97092 19.71529  0.13
H -17.00998 -22.25421 18.47066  0.14
H -18.39280 -22.48039 21.19440  0.11
H -17.90435 -24.60160 19.81145  0.07
H -19.10674 -24.01236 18.74114  0.08
H -19.57085 -24.23584 20.41912  0.06
H -20.31037 -21.85039 20.18694  0.07
H -19.30209 -20.62633 19.77099  0.07
C -12.61359 -29.31067 20.74452  -0.14
O -13.57368 -28.67496 21.52333  -0.18
C -13.33363 -27.28569 21.60895  -0.23
C -14.20444 -26.61530 22.61686  -0.42
C -15.69688 -26.73870 22.21874  -0.05
N -13.84579 -25.19178 22.75882  0.05
H -12.86007 -30.37088 20.68983  0.09
H -11.58352 -29.27636 21.12727  0.09
H -12.60776 -28.88942 19.72992  0.09
H -12.28024 -27.17348 21.91263  0.13
H -13.40348 -26.80784 20.61848  0.13
H -14.17376 -27.05083 23.61794  0.14
H -15.89225 -26.14947 21.31892  0.07
H -16.33602 -26.37939 23.02628  0.06
H -15.94386 -27.78811 22.03724  0.08
H -14.42091 -24.81028 23.50255  0.04
H -14.20742 -24.74316 21.91721  0.05
C -16.72339 -23.64986 27.07294  -0.10
O -16.02271 -23.48107 25.84524  -0.20
C -15.92234 -22.13766 25.43437  -0.22
C -15.52796 -22.11223 23.97106  -0.43
C -14.68180 -20.91022 23.59162  -0.06
N -16.72303 -22.17106 23.11516  0.07
H -17.77149 -23.40042 26.87506  0.06
H -16.32093 -23.08293 27.92003  0.09
H -16.59543 -24.70870 27.30151  0.08
H -16.85417 -21.57913 25.61592  0.12
H -15.17601 -21.57765 26.02277  0.12
H -14.86838 -22.98041 23.84709  0.11
H -15.10786 -19.92034 23.76225  0.08
H -14.23331 -21.04239 22.60717  0.06
H -13.81617 -20.86980 24.27094  0.08
H -17.27699 -22.99591 23.33176  0.06
H -16.38053 -22.30501 22.16203  0.04

=====

Entry b
9 unconnected molecules or ions with the total composition C36H99N9O9, computed with wB97M-V/def2-TZVPD.

## Properties
Net charge = 0
E_HOMO = -8.77 eV
Gap between HOMO and LUMO = 0.3405 Eh
Structure (SMILES) = COC[C@H](C)N.COC[C@H](C)N.COC[C@H](C)N.COC[C@H](C)N.COC[C@H](C)N.COC[C@H](C)N.COC[C@H](C)N.COC[C@H](C)N.COC[C@H](C)N
2S+1 = 1

Each line ends with the Löwdin charge.
Cartesian coordinates (Å):
C 5.13832 -1.45970 7.13321  -0.12
O 4.45514 -0.92933 6.02351  -0.19
C 4.25037 0.47883 6.08351  -0.22
C 3.90743 0.95016 4.68703  -0.43
C 3.83405 2.46668 4.61505  -0.06
N 2.62455 0.39102 4.18706  0.04
H 6.16389 -1.72097 6.86142  0.09
H 4.63847 -2.35914 7.50978  0.09
H 5.15470 -0.80075 8.00987  0.09
H 3.42428 0.69130 6.77923  0.13
H 5.16174 0.96390 6.45078  0.13
H 4.69659 0.55684 4.04047  0.14
H 4.83528 2.89210 4.51145  0.08
H 3.36767 2.87944 5.51042  0.08
H 3.30683 2.77366 3.71233  0.07
H 2.55896 -0.58308 4.48812  0.08
H 1.90751 0.82473 4.77599  0.08
C -4.98189 -2.88100 -2.97275  -0.12
O -4.12094 -3.83874 -3.54739  -0.20
C -2.98043 -4.00951 -2.71605  -0.22
C -2.04330 -5.03381 -3.30132  -0.42
C -0.93739 -5.34883 -2.30268  -0.06
N -1.51821 -4.58509 -4.59133  0.06
H -6.00833 -3.00957 -3.32458  0.09
H -4.64104 -1.87011 -3.21356  0.08
H -5.07996 -3.00138 -1.88615  0.06
H -2.51136 -3.02340 -2.62664  0.11
H -3.25266 -4.46238 -1.75554  0.11
H -2.57449 -5.97341 -3.47563  0.15
H -0.31680 -6.17026 -2.67504  0.08
H -1.25787 -5.56792 -1.28441  0.06
H -0.20612 -4.52735 -2.25247  0.08
H -0.90958 -5.28711 -5.00147  0.08
H -0.89907 -3.78679 -4.45023  0.05
C 6.79999 0.14374 -0.99380  -0.09
O 7.20472 1.49885 -1.16994  -0.21
C 6.52096 2.43078 -0.36228  -0.21
C 6.87627 3.84749 -0.83159  -0.44
C 5.84448 4.84103 -0.39439  -0.07
N 6.98492 3.94577 -2.30982  0.04
H 6.91017 -0.15850 0.05330  0.09
H 7.53605 -0.41894 -1.56804  0.09
H 5.79778 -0.05535 -1.37129  0.07
H 5.42724 2.33473 -0.46787  0.12
H 6.77731 2.28531 0.69517  0.13
H 7.88055 4.11800 -0.49004  0.14
H 6.08762 5.83051 -0.78626  0.08
H 5.77861 5.00197 0.68528  0.08
H 4.86841 4.53959 -0.76987  0.04
H 6.07117 3.68329 -2.69068  0.07
H 7.55508 3.15995 -2.61760  0.06
C -1.20286 -2.19702 0.02632  -0.08
O -0.16368 -1.30361 -0.33815  -0.19
C 0.60269 -0.84169 0.75042  -0.22
C 1.77631 -0.05058 0.17373  -0.44
C 2.90385 -0.95439 -0.29577  -0.04
N 2.28521 0.98293 1.09148  0.05
H -0.83720 -3.20927 -0.18329  0.08
H -2.04889 -2.04791 -0.64607  0.08
H -1.49063 -2.07391 1.06398  0.05
H 0.02279 -0.14118 1.38210  0.11
H 0.94681 -1.60251 1.47057  0.13
H 1.36893 0.50694 -0.67649  0.11
H 3.20130 -1.61034 0.52579  0.08
H 3.75745 -0.34486 -0.59195  0.05
H 2.63616 -1.54110 -1.17503  0.07
H 2.54856 0.59155 1.99907  0.03
H 1.46212 1.54602 1.30294  0.05
C -1.32081 2.69067 -0.58480  -0.12
O -1.15434 3.71256 0.34364  -0.17
C -1.68177 3.38886 1.60710  -0.23
C -1.62275 4.60561 2.48610  -0.44
C -0.20267 4.98995 2.87240  -0.06
N -2.39511 4.32866 3.71422  0.03
H -1.19164 2.98673 -1.62506  0.08
H -2.28280 2.15712 -0.54070  0.09
H -0.59467 1.87018 -0.43310  0.08
H -2.71795 3.02145 1.52503  0.12
H -1.13126 2.55306 2.07501  0.13
H -2.04200 5.45722 1.93439  0.14
H 0.51392 4.84731 2.05807  0.07
H 0.14266 4.35647 3.69381  0.08
H -0.11746 6.04378 3.13907  0.08
H -2.54244 5.21212 4.20044  0.07
H -3.35315 4.09996 3.44637  0.07
C 0.71373 -0.50307 -3.57351  -0.11
O -0.09495 -0.37567 -4.71219  -0.18
C -1.34517 -1.00208 -4.55242  -0.22
C -1.99354 -1.23474 -5.90660  -0.43
C -2.16350 0.07066 -6.64244  -0.07
N -3.29817 -1.84520 -5.64059  0.05
H 0.70350 -1.52389 -3.15130  0.08
H 0.29567 0.08795 -2.74109  0.07
H 1.73791 -0.22897 -3.80245  0.09
H -1.17203 -1.97345 -4.05683  0.08
H -1.97802 -0.41533 -3.86754  0.14
H -1.32384 -1.91049 -6.45536  0.14
H -1.25305 0.67790 -6.60149  0.07
H -2.91978 0.71543 -6.18842  0.08
H -2.38210 -0.04814 -7.70594  0.07
H -3.72718 -2.19405 -6.48979  0.08
H -3.23278 -2.66095 -5.03327  0.03
C -5.46204 -5.67630 -0.85740  -0.11
O -4.34006 -5.93792 -0.05297  -0.18
C -4.68864 -5.87996 1.30935  -0.23
C -3.49867 -6.05135 2.21063  -0.41
C -2.27031 -5.31756 1.69496  -0.06
N -3.09431 -7.47780 2.42309  0.03
H -5.18234 -5.52150 -1.89896  0.08
H -6.04839 -4.80611 -0.54162  0.09
H -6.13144 -6.54957 -0.85735  0.10
H -5.19461 -4.92800 1.54382  0.12
H -5.44159 -6.64928 1.56224  0.13
H -3.76729 -5.67222 3.19853  0.14
H -1.76977 -5.88184 0.91206  0.07
H -1.58691 -5.12830 2.52091  0.08
H -2.55086 -4.35363 1.25899  0.05
H -3.33439 -7.97130 1.55942  0.07
H -3.77294 -7.89949 3.05894  0.06
C 3.18871 8.10510 -2.09030  -0.13
O 2.33127 7.09462 -1.65853  -0.17
C 2.05633 6.17172 -2.66317  -0.24
C 1.38536 4.94223 -2.10630  -0.43
C 2.20073 4.15189 -1.10741  -0.06
N 1.09878 4.05164 -3.25568  0.04
H 2.77393 8.75486 -2.87703  0.09
H 4.13798 7.71936 -2.49481  0.09
H 3.44286 8.75814 -1.25443  0.09
H 1.49126 6.58083 -3.51597  0.13
H 3.00425 5.83328 -3.12342  0.13
H 0.42487 5.18980 -1.62761  0.13
H 2.62003 4.77087 -0.31275  0.08
H 3.01183 3.61443 -1.60084  0.07
H 1.53867 3.44462 -0.60204  0.05
H 0.65687 3.20067 -2.93675  0.05
H 0.50119 4.53730 -3.91283  0.07
C -2.22817 -0.71477 3.46130  -0.11
O -3.48598 -1.23037 3.79292  -0.16
C -4.17840 -1.79030 2.70448  -0.22
C -4.82213 -0.75829 1.78601  -0.43
C -5.95874 -0.05059 2.51515  -0.06
N -5.28113 -1.51457 0.61864  0.04
H -2.27640 0.22982 2.90998  0.08
H -1.59112 -1.45025 2.95593  0.07
H -1.66161 -0.53224 4.37887  0.09
H -3.54853 -2.45263 2.09422  0.10
H -4.95276 -2.42550 3.14936  0.13
H -4.04372 -0.06129 1.46879  0.13
H -5.57930 0.60467 3.30505  0.08
H -6.62116 -0.78462 2.97496  0.08
H -6.52334 0.59460 1.83894  0.07
H -5.80627 -0.96834 -0.05351  0.07
H -5.92069 -2.24852 0.91148  0.07

=====

Least stable of them? entry a.